# 1
The following is a DFT calculation (the ωB97M-V functional and the def2-TZVPD basis) of a structure of composition F5Mg2.

ORCA input file:
```
! wB97M-V def2-TZVPD RIJCOSX def2/J DEFGRID3
* xyz -1 1
Mg -1.338 -1.087 -0.881
Mg 1.023 0.367 1.563
F -1.942 0.800 -0.893
F 2.339 -0.114 0.132
F 0.268 -1.093 -1.938
F 0.010 1.965 1.199
F -0.361 -0.838 0.817
*
```

Mulliken population analysis, charges in e, atoms 1 to 2: 1.2067, 1.2325

# 2
The following is a DFT calculation (the ωB97M-V functional and the def2-TZVPD basis) of a cluster of 10 separate species, F6H18O9P in total.

ORCA input file:
```
! wB97M-V def2-TZVPD RIJCOSX def2/J DEFGRID3
* xyz -1 1
P -0.721 -0.279 0.108
F -0.899 1.054 1.150
F 0.656 -0.658 0.791
F -1.676 -1.227 1.039
F -0.458 -1.491 -0.896
F -2.077 0.090 -0.778
F 0.157 0.659 -0.925
O 0.401 4.390 -2.720
H 0.561 3.551 -2.288
H 0.460 5.037 -2.017
O 0.541 4.713 2.101
H 0.997 4.653 2.941
H 0.209 3.829 1.945
O -1.281 0.485 6.008
H -1.332 1.421 6.198
H -0.695 0.425 5.254
O 0.958 -4.232 3.289
H 1.610 -4.077 3.972
H 0.896 -3.399 2.821
O 3.650 -1.396 -1.861
H 4.185 -2.026 -1.379
H 2.760 -1.544 -1.544
O 1.796 -6.065 -0.465
H 1.111 -5.399 -0.413
H 2.191 -6.071 0.408
O 6.038 1.701 -0.857
H 6.622 1.465 -1.578
H 5.230 1.220 -1.036
O -5.845 -2.895 -1.607
H -6.571 -2.307 -1.816
H -5.193 -2.331 -1.191
O -4.983 3.812 -4.676
H -4.627 2.966 -4.403
H -4.672 3.925 -5.574
*
```

Mulliken population analysis, charges in e, atoms 1 to 2: 1.2089, -0.4012

# 3
The following is a DFT calculation (the ωB97M-V functional and the def2-TZVPD basis) of a cluster of 14 separate species, F6H26O13P in total.

ORCA input file:
```
! wB97M-V def2-TZVPD RIJCOSX def2/J DEFGRID3
* xyz -1 1
P 0.027 -0.305 -0.019
F -0.370 -1.212 -1.303
F -1.465 0.269 0.125
F -0.385 -1.615 0.893
F 0.446 0.497 1.312
F 1.545 -0.892 -0.079
F 0.467 0.903 -0.971
O -3.102 0.748 -2.439
H -2.532 1.228 -1.824
H -3.992 0.908 -2.112
O -0.057 1.713 -3.808
H -0.940 1.405 -3.564
H -0.072 2.660 -3.633
O 0.610 -3.920 -0.785
H 0.129 -3.084 -0.682
H 0.268 -4.298 -1.600
O 3.393 1.869 -1.033
H 2.698 2.290 -0.517
H 3.313 0.935 -0.807
O -1.683 3.135 -1.400
H -0.849 2.665 -1.526
H -1.647 3.407 -0.468
O -3.721 -1.372 -0.330
H -2.791 -1.193 -0.506
H -4.110 -0.486 -0.256
O -4.496 1.211 0.365
H -5.186 1.443 0.994
H -3.903 1.972 0.341
O 1.380 -3.248 2.066
H 0.630 -2.645 1.956
H 1.344 -3.807 1.277
O 2.888 1.304 3.039
H 2.159 0.822 3.460
H 3.443 0.604 2.674
O 4.134 -1.618 1.459
H 3.220 -1.771 1.170
H 4.396 -2.446 1.870
O -0.584 3.212 1.131
H -0.755 3.366 2.065
H -0.314 2.286 1.069
O 0.875 -0.448 4.165
H 0.134 -0.674 3.591
H 1.271 -1.296 4.395
O 1.202 -1.664 -3.559
H 0.842 -1.400 -2.698
H 2.139 -1.459 -3.498
*
```

Mulliken population analysis, charges in e, atoms 1 to 2: 1.5899, -0.5160

# 4
The following is a DFT calculation (the ωB97M-V functional and the def2-TZVPD basis) of a structure of composition F6InN2O6P.

ORCA input file:
```
! wB97M-V def2-TZVPD RIJCOSX def2/J DEFGRID3
* xyz 0 1
In -1.201 -0.280 0.199
N -4.082 -1.657 -0.393
O -3.690 -0.574 -0.990
O -5.038 -2.246 -0.849
O -3.456 -2.007 0.621
N 1.823 -1.539 -1.143
O 1.658 -1.841 0.010
O 0.902 -0.791 -1.675
O 2.739 -1.858 -1.871
P 1.532 1.863 0.909
F 2.580 2.050 2.050
F 2.548 0.988 0.011
F 1.008 0.462 1.568
F 0.294 1.578 -0.236
F 0.406 2.705 1.704
F 1.976 3.146 0.085
*
```

Mulliken population analysis, charges in e, atoms 1 to 2: 1.5625, 1.2086

Let's list HOMO-LUMO gap in order: 8.3294, 11.4248, 9.8811, 4.1620 eV.
Let's list energy above the lowest of the compared OMol25 structures with the same formula, charge and spin in order: 1.938, 1.556, 0.382, 0.358 eV.